2 unconnected molecules or ions with the total composition C3H13N2PS at a distorted geometry. Source: the OMol25 dataset; level of theory: ωB97M-V with the def2-TZVPD basis set.

```
20
Properties=species:S:1:pos:R:3
C 1.5363 0.9246 0.8442
C 0.9795 -1.4056 -0.8936
C -4.0763 1.0468 -0.3949
N 2.1424 2.0279 0.0014
N 1.2320 -2.2693 0.3203
P 0.0589 0.0794 -0.1038
S -4.3764 -0.5210 0.0654
H 1.1949 1.3495 1.8632
H 2.2819 0.0817 1.0443
H 2.0505 -1.3230 -1.3349
H 0.2571 -1.9815 -1.5295
H -3.1513 1.2840 -0.9427
H -4.7078 1.9951 -0.3419
H 2.7798 1.6026 -0.6979
H 2.4792 2.9346 0.4233
H 1.2455 2.1984 -0.5972
H 1.2644 -3.1771 -0.0482
H 2.0771 -2.2122 0.8388
H 0.3759 -2.1989 0.8795
H -5.6437 -0.4359 0.6041
```

Output
DFT total energy: -970.393336 Ha
molecular weight: 140.19 Da
ΔE to the lowest compared entry with this formula, charge and spin: 330.8 kJ/mol
total charge: +2
highest occupied orbital energy: -13.609 eV
E_LUMO: -9.2 eV

Charges in e, computed with Löwdin, in the same order as the atoms:
1 C -0.480
2 C -0.454
3 C -0.227
4 N 0.063
5 N 0.062
6 P 0.696
7 S 1.017
8 H 0.100
9 H 0.067
10 H 0.114
11 H 0.084
12 H 0.038
13 H 0.109
14 H 0.157
15 H 0.182
16 H 0.115
17 H 0.124
18 H 0.138
19 H 0.108
20 H -0.013